{"formula": "C2H8N3S", "method": "ωB97M-V/def2-TZVPD", "fmax_ev_per_a": 3.661, "relative_energy_kcal_mol": 68.8, "spin_multiplicity": 3, "charge": 1, "lumo_ev": [-3.58, -7.89], "symbols": ["C", "C", "N", "N", "N", "S", "H", "H", "H", "H", "H", "H", "H", "H"], "coordinates": [[-2.362053, 0.434113, -0.185402], [0.174653, -0.002419, -0.038642], [-0.416265, -1.102812, 0.094504], [2.847500, 0.411948, 0.035091], [-2.205487, -0.917233, 0.028229], [-0.760523, 1.453859, 0.128867], [-2.647140, 0.787663, -1.229976], [-3.133977, 0.675415, 0.508684], [1.280507, -0.045998, -0.047611], [-0.229044, -2.021197, -0.048415], [3.217891, 1.295315, 0.448430], [3.015697, 0.602572, -0.990593], [-2.292963, -1.172150, 0.954841], [3.511209, -0.399072, 0.341996]], "forces_ev_per_a": [[-1.028, -0.523, -0.589], [0.137, -0.816, 0.324], [-0.449, 2.168, 0.804], [3.020, -0.294, -0.506], [-0.250, 2.316, -2.824], [-0.099, -0.602, -0.362], [0.361, -0.620, 0.981], [-0.524, 1.410, 0.424], [0.177, 1.176, -0.466], [1.635, -3.041, -0.497], [-0.323, -1.065, 0.039], [-0.027, -0.701, 1.305], [-1.299, -1.542, 2.242], [-1.333, 2.135, -0.875]], "mulliken_spin": [-0.052, 0.022, 0.475, 0.005, 0.944, 0.473, 0.087, 0.050, 0.007, -0.012, 0.001, -0.001, 0.000, 0.001]}

=====

{"formula": "C2H8N4", "method": "ωB97M-V/def2-TZVPD", "fmax_ev_per_a": 2.627, "relative_energy_kcal_mol": 81.1, "spin_multiplicity": 1, "lumo_ev": 0.96, "symbols": ["C", "N", "C", "N", "N", "N", "H", "H", "H", "H", "H", "H", "H", "H"], "coordinates": [[-1.110976, 0.957942, -0.686107], [-0.274950, 0.392016, 0.371149], [0.302078, -1.281484, -0.033073], [0.846147, 1.246407, 0.598685], [-0.302661, -1.860535, 0.962501], [1.102034, -1.389019, -0.994285], [1.136396, 1.388598, 1.564396], [1.754179, 0.965246, 0.228075], [-0.229634, -2.861359, 1.074562], [-0.730384, -0.356738, 1.184018], [1.450869, -0.500185, -1.347412], [-2.015240, 0.362982, -0.796503], [-0.584858, 0.934849, -1.646421], [-1.342999, 2.001281, -0.479586]], "forces_ev_per_a": [[-0.028, -0.027, -0.014], [0.729, -2.450, 0.605], [-0.079, 0.544, 0.692], [0.547, 1.067, 0.861], [-0.276, 0.557, -0.505], [-0.019, 0.046, 0.078], [-1.181, -0.251, 0.229], [-0.702, -0.873, -0.874], [0.256, -0.002, -0.223], [0.881, 1.859, -1.140], [-0.153, -0.289, -0.204], [-0.029, -0.011, 0.144], [0.153, -0.108, 0.172], [-0.100, -0.062, 0.178]], "lowdin_charge": [-0.081, -0.225, -0.506, 0.026, 0.027, 0.091, 0.087, 0.077, 0.053, 0.175, 0.030, 0.088, 0.080, 0.079]}

=====

{"formula": "C2H8N4", "method": "ωB97M-V/def2-TZVPD", "fmax_ev_per_a": 4.672, "relative_energy_kcal_mol": 80.2, "spin_multiplicity": 1, "lumo_ev": 1.11, "symbols": ["H", "N", "N", "N", "C", "C", "N", "H", "H", "H", "H", "H", "H", "H"], "coordinates": [[-0.014237, -2.190750, -1.701205], [-0.278711, -1.418712, -2.332334], [-0.876042, -0.489427, -1.869042], [-1.174107, -0.318535, -0.334954], [-0.010939, -0.190042, 0.423851], [-0.128564, 0.734136, 1.621585], [1.216940, 0.398059, -0.562245], [-1.836115, 0.443992, -0.230031], [0.397317, -1.174530, 0.681425], [0.839669, 0.818455, 2.110395], [-0.438776, 1.734473, 1.301759], [-0.868456, 0.354418, 2.324383], [1.030615, 1.299340, -0.984030], [2.141405, -0.000877, -0.449559]], "forces_ev_per_a": [[0.183, 0.263, 0.508], [-0.202, -0.796, 0.316], [-1.551, 1.734, 1.050], [-0.366, -1.354, -2.076], [4.217, 1.259, -1.568], [-0.286, -0.221, -0.187], [-2.455, -1.412, 1.898], [0.393, 0.078, -0.589], [-0.035, 0.242, 0.182], [-0.080, -0.049, 0.020], [0.053, -0.126, -0.032], [-0.053, -0.011, 0.163], [0.538, -0.266, 0.279], [-0.358, 0.658, 0.035]], "lowdin_charge": [0.068, 0.046, -0.072, -0.027, -0.439, -0.081, 0.001, 0.093, 0.114, 0.073, 0.077, 0.072, 0.040, 0.035]}

=====

{"formula": "C2H8N4", "method": "ωB97M-V/def2-TZVPD", "fmax_ev_per_a": 4.609, "relative_energy_kcal_mol": 122.4, "spin_multiplicity": 1, "lumo_ev": [1.06, 1.06], "symbols": ["C", "C", "N", "N", "N", "N", "H", "H", "H", "H", "H", "H", "H", "H"], "coordinates": [[-0.555272, -0.356845, 0.016739], [0.554124, 0.523704, 0.156465], [-1.488078, -0.212871, -0.951572], [-0.654470, 1.628628, 1.145080], [1.103690, -1.406805, -0.929323], [1.797436, -2.047539, -0.163636], [-0.848180, -0.954971, 0.871596], [-1.249840, 0.324135, -1.772026], [-2.459716, -0.318456, -0.697638], [2.360365, -2.779993, -0.669331], [-0.211969, 1.656507, 2.063642], [-0.504677, 2.541239, 0.714534], [0.864882, 1.113981, -0.695873], [1.291706, 0.289286, 0.911343]], "forces_ev_per_a": [[1.476, -1.100, -1.280], [-2.821, 2.553, 2.601], [0.357, -0.286, 0.124], [1.997, -0.588, -1.096], [-0.682, -0.993, -0.158], [-0.712, -0.119, 0.173], [0.143, 0.013, -0.109], [-0.259, 0.094, 0.253], [0.304, -0.140, -0.294], [0.169, 0.593, -0.092], [0.016, 0.232, -0.100], [-0.087, 0.090, 0.290], [0.014, -0.119, -0.008], [0.086, -0.229, -0.305]], "lowdin_charge": [-0.308, -0.128, 0.099, -0.029, -0.091, -0.086, 0.131, 0.102, 0.106, 0.036, -0.001, -0.003, 0.092, 0.079]}

=====

{"formula": "C2H8N4O", "method": "ωB97M-V/def2-TZVPD", "fmax_ev_per_a": 4.891, "relative_energy_kcal_mol": 77.3, "spin_multiplicity": 1, "charge": 2, "lumo_ev": [-10.93, -10.93], "symbols": ["C", "C", "N", "N", "N", "N", "O", "H", "H", "H", "H", "H", "H", "H", "H"], "coordinates": [[1.316614, 0.754186, -0.799828], [-1.629152, -0.193023, 0.434205], [-1.748684, -1.349578, 0.986508], [0.450268, -0.262970, -0.467534], [2.614563, 0.582241, -0.850919], [-2.012802, 0.985735, 0.449602], [1.020954, -1.471252, -0.154758], [1.014292, 1.727933, -1.001600], [-0.963803, -1.977462, 1.068952], [-2.671121, -1.712083, 1.383817], [3.152010, 1.432568, -1.192461], [3.095632, -0.363090, -0.564238], [-2.621973, 1.363271, 1.202526], [-1.787985, 1.748762, -0.135781], [1.285113, -2.076562, -0.898310]], "forces_ev_per_a": [[-0.097, -3.739, 1.594], [4.167, -2.557, -0.145], [-1.989, 0.949, -0.129], [-0.709, 1.036, -0.584], [1.310, -0.683, -0.067], [-2.058, 1.675, 1.687], [0.220, -0.096, 0.796], [-1.266, 1.389, -0.345], [0.789, -0.210, -0.110], [1.203, 0.612, -0.841], [-0.406, -1.878, 0.715], [-1.108, 2.706, -0.854], [0.167, -0.718, -0.026], [0.657, 0.467, -1.601], [-0.880, 1.047, -0.091]], "lowdin_charge": [-0.120, -0.032, 0.288, -0.019, 0.180, 0.294, -0.029, 0.130, 0.146, 0.230, 0.185, 0.203, 0.215, 0.158, 0.172]}

=====

{"formula": "C2H8N4O2", "method": "ωB97M-V/def2-TZVPD", "fmax_ev_per_a": 1.426, "relative_energy_kcal_mol": 19.6, "spin_multiplicity": 1, "lumo_ev": 0.54, "symbols": ["N", "C", "N", "N", "H", "H", "H", "H", "H", "N", "C", "O", "O", "H", "H", "H"], "coordinates": [[1.139010, -1.515121, -0.789979], [0.828553, -0.419671, -1.378194], [1.556543, 0.754671, -1.481313], [-0.390177, -0.347068, -2.059924], [2.117796, -1.489647, -0.518883], [2.386351, 0.770719, -0.918228], [0.995202, 1.580251, -1.339080], [-0.279298, 0.138698, -2.937833], [-0.762895, -1.262071, -2.244415], [-1.904549, -0.097273, 1.765840], [-0.905580, 0.775699, 2.216182], [-1.141379, 1.916765, 2.504025], [0.277897, 0.215247, 2.487192], [-1.557233, -0.735197, 1.052281], [-2.642220, 0.451559, 1.356149], [0.281980, -0.737562, 2.286180]], "forces_ev_per_a": [[0.367, 0.296, -0.556], [-0.464, -0.730, -0.161], [0.021, -0.112, -0.054], [0.099, 0.386, 0.032], [-0.096, 0.071, 0.593], [0.158, 0.020, 0.196], [-0.018, 0.106, -0.136], [-0.123, 0.266, 0.039], [-0.041, -0.264, 0.216], [0.877, -0.068, -0.829], [-1.167, 0.020, 0.819], [0.348, 0.197, -0.250], [0.509, -0.567, -0.265], [-0.098, -0.148, 0.210], [-0.323, 0.106, 0.129], [-0.050, 0.421, 0.018]], "lowdin_charge": [0.084, -0.635, 0.115, 0.088, 0.032, 0.087, 0.093, 0.085, 0.081, 0.148, -0.671, 0.089, 0.105, 0.085, 0.097, 0.116]}

=====

{"formula": "C2H8N5", "method": "ωB97M-V/def2-TZVPD", "fmax_ev_per_a": 2.817, "relative_energy_kcal_mol": 152.7, "spin_multiplicity": 1, "charge": 1, "lumo_ev": [-7.68, -7.68], "symbols": ["C", "C", "N", "N", "N", "N", "N", "H", "H", "H", "H", "H", "H", "H", "H"], "coordinates": [[2.447466, -0.175907, -0.090525], [-0.696284, -0.881100, -3.420428], [1.238794, -0.352492, 0.662647], [0.342561, -0.684722, -0.093222], [2.057703, -0.473958, -1.422147], [0.870614, -0.764945, -1.395653], [-1.300523, 0.952738, 3.231197], [2.826795, 0.846163, 0.002131], [3.258461, -0.824192, 0.259966], [-0.131355, -0.164612, -3.989305], [-0.519729, -1.931639, -3.569502], [-1.513469, -0.563229, -2.797426], [-2.093966, 0.403052, 3.519198], [-1.500611, 1.939235, 3.187330], [-0.469150, 0.749326, 3.760635]], "forces_ev_per_a": [[0.114, -0.038, 0.404], [1.130, -0.076, 1.486], [0.320, 0.177, 1.058], [-1.524, -0.177, 1.391], [0.440, -0.063, -1.263], [-0.155, 0.140, -2.809], [0.170, -0.166, -0.785], [-0.109, 0.086, -0.108], [-0.126, -0.112, -0.051], [0.157, 0.238, -0.137], [0.012, -0.289, -0.062], [-0.267, 0.108, 0.123], [0.055, 0.161, 0.228], [-0.059, -0.070, 0.293], [-0.156, 0.080, 0.232]], "lowdin_charge": [-0.186, 0.471, 0.072, 0.040, 0.086, 0.005, 0.004, 0.156, 0.157, 0.067, 0.066, 0.064, 0.002, 0.000, -0.002]}

=====

{"formula": "C2H8N5O", "method": "ωB97M-V/def2-TZVPD", "fmax_ev_per_a": 3.035, "relative_energy_kcal_mol": 52.6, "spin_multiplicity": 1, "charge": 1, "lumo_ev": -3.77, "symbols": ["C", "C", "N", "N", "N", "N", "N", "O", "H", "H", "H", "H", "H", "H", "H", "H"], "coordinates": [[0.277315, 0.173814, 0.534801], [0.447645, -1.830970, -1.569540], [1.581143, 0.152731, 0.654753], [-0.540435, 1.584140, 0.796021], [1.617609, -1.728786, -1.365024], [-0.391648, -0.850794, 0.223306], [-1.728232, -0.595429, 0.377536], [-0.651401, -2.026768, -1.818352], [2.000243, 1.024444, 0.892930], [-0.985923, 1.736909, 1.714654], [-0.312045, 2.534956, 0.354357], [2.028709, -0.564837, 0.004095], [2.341786, -2.356204, -1.699324], [-2.120939, -1.176538, 1.101206], [-1.392488, 1.272321, 0.304813], [-2.153018, -0.727923, -0.552653]], "forces_ev_per_a": [[-0.260, 0.377, 0.411], [-0.301, -1.592, -0.838], [1.149, 0.507, -0.485], [-0.205, 0.369, -0.830], [2.754, 0.458, 0.465], [0.756, 1.790, 2.209], [-2.502, 0.563, -1.623], [-1.948, -0.284, -1.356], [0.832, 0.225, -0.122], [0.984, -0.172, 0.048], [0.541, -1.879, 0.866], [-0.435, 0.910, 0.918], [-0.379, 0.178, -0.096], [-0.259, -0.432, -0.258], [-0.389, -0.403, -0.200], [-0.339, -0.615, 0.892]], "lowdin_charge": [-0.332, -0.438, 0.169, 0.227, 0.167, -0.033, 0.005, 0.181, 0.111, 0.162, 0.198, 0.116, 0.128, 0.117, 0.108, 0.115]}

=====

{"formula": "C2H8NO", "method": "ωB97M-V/def2-TZVPD", "fmax_ev_per_a": 1.564, "relative_energy_kcal_mol": 13.4, "spin_multiplicity": 1, "charge": -1, "lumo_ev": 4.35, "symbols": ["O", "H", "C", "C", "N", "H", "H", "H", "H", "H", "H", "H"], "coordinates": [[0.177345, -2.204355, 2.262089], [-0.556075, -2.639828, 1.863486], [0.407716, 1.561604, -0.900510], [-0.423180, 0.421917, -0.309855], [0.352280, -0.736146, 0.129487], [0.744165, 2.319931, -0.197680], [-0.150062, 2.038133, -1.703345], [1.292246, 1.089337, -1.336826], [-1.154713, 0.116177, -1.070438], [-1.029591, 0.761094, 0.553862], [0.340473, -1.229121, 1.135428], [-0.000604, -1.498746, -0.425698]], "forces_ev_per_a": [[0.930, 0.587, 0.533], [-0.992, -0.673, -0.340], [0.208, -0.454, -0.296], [-0.412, -0.404, 1.454], [0.266, -0.176, -0.859], [-0.039, -0.014, 0.230], [-0.056, 0.340, -0.110], [0.020, 0.155, -0.037], [0.059, 0.037, -0.009], [0.078, 0.326, -0.322], [-0.375, 0.686, -0.003], [0.314, -0.410, -0.241]], "lowdin_charge": [-0.519, -0.166, -0.148, -0.398, -0.077, 0.047, 0.040, 0.052, 0.080, 0.093, -0.019, 0.015]}

=====

{"formula": "C2H8NO", "method": "ωB97M-V/def2-TZVPD", "fmax_ev_per_a": 4.830, "relative_energy_kcal_mol": 49.1, "spin_multiplicity": 1, "charge": -1, "lumo_ev": 3.88, "symbols": ["O", "H", "C", "N", "C", "H", "H", "H", "H", "H", "H", "H"], "coordinates": [[-0.942112, -0.330003, -3.210125], [-0.779790, -0.962124, -2.479800], [1.368408, 0.332075, 0.237386], [-0.051793, 0.666503, 0.280873], [-0.940005, -0.044459, 1.187144], [1.869135, 0.336044, 1.220432], [1.267835, -0.698080, -0.032047], [1.903631, 0.879885, -0.545456], [-0.333944, 0.789824, -0.603416], [-0.641957, -1.128683, 1.002193], [-2.067599, -0.090314, 0.676551], [-0.651813, 0.249331, 2.266267]], "forces_ev_per_a": [[0.167, -0.291, 0.754], [-0.113, 0.345, -0.529], [-1.340, -0.916, 0.593], [1.222, 2.276, 4.081], [0.171, -1.708, -2.227], [-0.158, 0.525, -0.280], [1.269, -1.320, -0.507], [-0.229, -0.005, 0.387], [-1.899, 0.230, -3.926], [-0.438, 0.426, 1.030], [2.778, 0.876, 2.120], [-1.429, -0.437, -1.499]], "lowdin_charge": [-0.707, -0.234, -0.141, -0.223, -0.172, 0.066, 0.049, 0.081, 0.011, 0.053, 0.137, 0.079]}